## 1
Below is a molecular structure, C46H66KN4OPS2, with properties calculated with the ωB97M-V functional and the def2-TZVPD basis.

Structure (XYZ):
```
121
C46H66KN4OPS2 (the ωB97M-V functional and the def2-TZVPD basis)
K -0.95 0.11 0.10
C 0.30 -0.96 -4.41
C 1.49 -1.69 -3.79
C 2.73 -1.54 -4.67
C 1.79 -1.23 -2.38
C 2.32 -2.12 -1.45
C 2.68 -1.73 -0.17
C 3.44 -2.74 0.67
C 4.92 -2.73 0.27
C 2.91 -4.17 0.53
C 2.46 -0.40 0.25
C 2.01 0.54 -0.70
C 1.68 0.08 -1.98
C 1.93 2.08 -0.59
C 0.52 2.61 -0.88
C 2.49 2.78 0.64
C 2.94 -0.02 1.63
C 4.29 0.37 1.69
C 4.91 0.69 2.87
C 4.20 0.62 4.06
C 2.87 0.24 4.02
C 2.20 -0.08 2.83
P 0.39 -0.48 2.87
C 0.27 -2.12 3.79
C 0.69 -3.17 2.77
C -1.19 -2.39 4.16
C 1.15 -2.30 5.03
C -0.41 0.88 3.93
C -1.92 0.83 3.62
C -0.25 0.85 5.45
C 0.11 2.22 3.41
H 0.03 -1.41 -5.36
H 0.53 0.09 -4.61
H -0.58 -0.98 -3.76
H 1.24 -2.75 -3.73
H 3.02 -0.49 -4.74
H 2.54 -1.91 -5.68
H 3.57 -2.09 -4.25
H 2.47 -3.15 -1.76
H 3.38 -2.44 1.72
H 5.03 -2.99 -0.78
H 5.48 -3.45 0.87
H 5.38 -1.75 0.43
H 3.22 -4.62 -0.41
H 1.82 -4.21 0.58
H 3.31 -4.80 1.33
H 1.35 0.82 -2.71
H 2.54 2.41 -1.44
H -0.14 2.57 -0.01
H 0.02 2.08 -1.70
H 0.57 3.66 -1.16
H 2.02 2.43 1.56
H 2.28 3.85 0.55
H 3.56 2.65 0.74
H 4.84 0.43 0.76
H 5.95 0.99 2.87
H 4.66 0.86 5.00
H 2.33 0.18 4.95
H 0.10 -3.10 1.85
H 0.56 -4.17 3.19
H 1.74 -3.06 2.51
H -1.85 -2.26 3.29
H -1.55 -1.76 4.97
H -1.28 -3.43 4.49
H 2.21 -2.23 4.79
H 0.97 -3.29 5.45
H 0.93 -1.57 5.81
H -2.39 -0.09 3.95
H -2.14 0.96 2.56
H -2.41 1.65 4.14
H -0.64 -0.07 5.89
H -0.81 1.68 5.87
H 0.79 0.97 5.77
H -0.06 2.33 2.33
H 1.17 2.37 3.61
H -0.45 3.02 3.89
S -3.53 1.57 -0.02
C -3.10 2.82 -1.14
N -3.33 2.81 -2.41
N -3.96 1.72 -2.87
C -4.23 1.55 -4.21
C -3.83 2.48 -5.17
C -4.11 2.24 -6.51
C -4.78 1.10 -6.92
C -5.19 0.18 -5.96
C -4.92 0.40 -4.62
N -2.37 4.00 -0.80
N -2.06 4.10 0.40
C -1.26 5.25 0.68
C -0.61 6.01 -0.29
C 0.20 7.06 0.10
C 0.36 7.37 1.44
C -0.29 6.61 2.41
C -1.09 5.55 2.03
H -4.27 1.05 -2.17
H -3.30 3.36 -4.86
H -3.79 2.97 -7.25
H -5.00 0.93 -7.96
H -5.72 -0.71 -6.25
H -5.24 -0.32 -3.87
H -0.75 5.75 -1.33
H 0.71 7.65 -0.66
H 0.99 8.20 1.74
H -0.17 6.85 3.46
H -1.61 4.94 2.76
C -2.29 -5.80 -2.13
C -1.73 -4.84 -1.10
S -1.26 -3.24 -1.79
O -0.97 -2.38 -0.60
C -2.87 -2.69 -2.41
C -3.97 -2.64 -1.37
H -2.37 -6.80 -1.70
H -1.64 -5.87 -3.00
H -3.28 -5.50 -2.47
H -0.80 -5.21 -0.66
H -2.41 -4.63 -0.28
H -3.12 -3.31 -3.28
H -2.65 -1.69 -2.80
H -4.32 -3.63 -1.10
H -4.82 -2.08 -1.76
H -3.63 -2.13 -0.47
```

Summary:
HOMO energy, eV: -6.37
Kohn-Sham gap, Eh: 0.240
Net charge: 0

## 2
Below is a molecular structure, C46H66KN4OPS2, with properties calculated with the ωB97M-V functional and the def2-TZVPD basis.

Structure (XYZ):
```
121
C46H66KN4OPS2 (the ωB97M-V functional and the def2-TZVPD basis)
K -0.85 0.05 0.06
C 0.65 -1.08 -4.42
C 1.80 -1.79 -3.73
C 3.10 -1.62 -4.53
C 2.02 -1.32 -2.30
C 2.51 -2.19 -1.34
C 2.79 -1.78 -0.05
C 3.53 -2.77 0.84
C 5.03 -2.73 0.53
C 3.03 -4.22 0.69
C 2.53 -0.45 0.35
C 2.11 0.47 -0.63
C 1.86 0.00 -1.93
C 2.01 2.01 -0.55
C 0.61 2.52 -0.91
C 2.51 2.74 0.69
C 2.94 -0.05 1.75
C 4.27 0.36 1.87
C 4.84 0.70 3.08
C 4.07 0.63 4.23
C 2.75 0.22 4.13
C 2.14 -0.12 2.92
P 0.34 -0.55 2.89
C 0.21 -2.17 3.84
C 0.69 -3.23 2.85
C -1.26 -2.46 4.15
C 1.03 -2.29 5.12
C -0.53 0.80 3.89
C -2.02 0.73 3.51
C -0.44 0.79 5.42
C -0.01 2.15 3.38
H 0.44 -1.55 -5.39
H 0.87 -0.03 -4.62
H -0.27 -1.12 -3.83
H 1.57 -2.85 -3.68
H 3.37 -0.57 -4.60
H 2.97 -2.00 -5.55
H 3.92 -2.16 -4.07
H 2.70 -3.22 -1.63
H 3.41 -2.46 1.88
H 5.20 -3.00 -0.51
H 5.57 -3.44 1.16
H 5.45 -1.74 0.70
H 3.41 -4.66 -0.23
H 1.94 -4.28 0.68
H 3.40 -4.83 1.51
H 1.56 0.72 -2.68
H 2.65 2.33 -1.38
H -0.09 2.50 -0.06
H 0.15 1.97 -1.73
H 0.66 3.57 -1.21
H 2.02 2.40 1.60
H 2.29 3.80 0.57
H 3.58 2.63 0.83
H 4.86 0.42 0.96
H 5.87 1.02 3.12
H 4.49 0.88 5.19
H 2.17 0.16 5.04
H 0.14 -3.19 1.91
H 0.56 -4.23 3.29
H 1.74 -3.10 2.64
H -1.89 -2.37 3.26
H -1.67 -1.81 4.92
H -1.35 -3.49 4.50
H 2.10 -2.21 4.92
H 0.86 -3.28 5.56
H 0.77 -1.55 5.87
H -2.49 -0.21 3.81
H -2.19 0.87 2.44
H -2.56 1.54 4.01
H -0.84 -0.13 5.85
H -1.03 1.61 5.81
H 0.58 0.93 5.79
H -0.12 2.26 2.30
H 1.04 2.32 3.65
H -0.60 2.95 3.84
S -3.41 1.56 -0.18
C -3.16 2.90 -1.26
N -3.61 2.98 -2.48
N -4.31 1.93 -2.91
C -4.82 1.88 -4.19
C -4.60 2.90 -5.11
C -5.12 2.80 -6.39
C -5.88 1.69 -6.77
C -6.10 0.68 -5.85
C -5.58 0.77 -4.57
N -2.39 4.05 -0.96
N -1.91 4.10 0.18
C -1.07 5.23 0.41
C -0.55 6.03 -0.61
C 0.31 7.07 -0.29
C 0.65 7.33 1.03
C 0.14 6.53 2.04
C -0.72 5.48 1.73
H -4.50 1.19 -2.23
H -4.02 3.76 -4.81
H -4.94 3.59 -7.10
H -6.28 1.62 -7.77
H -6.69 -0.18 -6.12
H -5.77 -0.02 -3.84
H -0.83 5.82 -1.63
H 0.71 7.69 -1.09
H 1.32 8.14 1.27
H 0.40 6.72 3.07
H -1.13 4.84 2.50
C -1.94 -5.89 -2.18
C -1.45 -4.89 -1.14
S -0.99 -3.29 -1.83
O -0.78 -2.42 -0.63
C -2.58 -2.78 -2.52
C -3.73 -2.76 -1.53
H -2.02 -6.88 -1.73
H -1.25 -5.96 -3.02
H -2.92 -5.61 -2.56
H -0.53 -5.24 -0.67
H -2.17 -4.69 -0.35
H -2.77 -3.41 -3.40
H -2.37 -1.77 -2.89
H -4.07 -3.77 -1.28
H -4.58 -2.22 -1.96
H -3.44 -2.24 -0.62
```

Summary:
HOMO energy, eV: -6.29
Kohn-Sham gap, Eh: 0.236
Net charge: 0

Most stable to least stable, the ends of the list are 1 and 2.

## 1
Below is a single C5H10 molecule, with properties calculated with the ωB97M-V functional and the def2-TZVPD basis.

Structure (XYZ):
```
15
C5H10 (the ωB97M-V functional and the def2-TZVPD basis)
C 1.62 -0.49 1.16
C 0.69 -0.08 0.30
C 1.11 0.44 -1.05
C -1.64 0.87 -0.43
C -0.82 -0.23 0.41
H 1.48 -0.82 2.11
H 2.71 -0.31 1.14
H 1.42 1.44 -0.96
H 1.91 -0.12 -1.39
H 0.32 0.32 -1.72
H -1.68 0.81 -1.46
H -2.70 0.78 -0.03
H -1.27 1.91 -0.24
H -1.10 -1.23 0.26
H -1.07 0.00 1.48
```

Summary:
HOMO energy, eV: -9.17
Kohn-Sham gap, Eh: 0.378
Net charge: 0

## 2
Below is 2 unconnected molecules or ions with the total composition C5H10, with properties calculated with the ωB97M-V functional and the def2-TZVPD basis.

Structure (XYZ):
```
15
C5H10 (the ωB97M-V functional and the def2-TZVPD basis)
C 2.40 2.21 -2.48
C 1.11 1.98 -2.70
H 2.86 2.77 -1.69
H 3.16 1.65 -3.02
H 0.33 2.49 -2.14
H 0.73 1.35 -3.48
C -0.16 -1.61 2.04
C -1.64 -1.66 1.92
C -2.29 -0.82 1.12
H 0.13 -2.55 1.52
H 0.47 -0.80 1.72
H 0.10 -1.84 3.09
H -2.16 -2.24 2.67
H -3.34 -0.84 0.88
H -1.72 -0.09 0.55
```

Summary:
HOMO energy, eV: -9.45
Kohn-Sham gap, Eh: 0.387
Net charge: 0

## 3
Below is a single C5H10 molecule, with properties calculated with the ωB97M-V functional and the def2-TZVPD basis.

Structure (XYZ):
```
15
C5H10 (the ωB97M-V functional and the def2-TZVPD basis)
C 1.36 1.48 0.39
C 0.08 1.08 -0.34
C -0.35 -0.14 -0.20
C 0.45 -1.36 0.44
C -1.73 -0.56 -0.69
H 2.32 1.85 -0.13
H 1.22 2.23 1.26
H 1.64 0.58 1.08
H -0.59 1.75 -0.93
H -0.32 -2.20 0.64
H 1.27 -1.66 -0.21
H 0.90 -1.01 1.35
H -1.76 -1.66 -0.91
H -2.57 -0.29 -0.06
H -1.93 -0.09 -1.69
```

Summary:
HOMO energy, eV: -9.04
Kohn-Sham gap, Eh: 0.373
Net charge: 0

## 4
Below is a molecular structure, C5H10, with properties calculated with the ωB97M-V functional and the def2-TZVPD basis.

Structure (XYZ):
```
15
C5H10 (the ωB97M-V functional and the def2-TZVPD basis)
C -1.42 1.13 -0.43
C -0.94 -0.28 -0.87
C 0.39 -0.71 -0.48
C 1.67 0.13 -0.30
C -0.37 -0.89 0.88
H -0.63 1.74 0.00
H -2.26 0.99 0.24
H -1.73 1.56 -1.39
H 0.72 -1.68 -0.85
H 1.87 0.20 0.77
H 2.55 -0.35 -0.71
H 1.63 1.10 -0.79
H -1.35 -1.34 0.95
H -0.28 0.03 1.45
H 0.15 -1.61 1.53
```

Summary:
HOMO energy, eV: -7.57
Kohn-Sham gap, Eh: 0.317
Net charge: 0

Most stable to least stable, the ends of the list are 3 and 4.

## 1
Below is a single C5H6ClFO molecule, with properties calculated with the ωB97M-V functional and the def2-TZVPD basis.

Structure (XYZ):
```
14
C5H6ClFO (the ωB97M-V functional and the def2-TZVPD basis)
C -0.14 -1.21 1.02
C 0.25 -0.04 0.07
C 1.62 0.09 -0.57
C -0.84 0.43 -0.97
C -0.36 1.22 0.12
H -1.29 -0.94 1.23
H 0.33 -1.24 2.10
H -0.17 -2.01 0.30
H 2.09 1.25 -0.71
H -0.61 0.41 -2.04
H -0.98 1.20 1.11
O 2.04 -1.26 -0.96
F 0.31 2.43 -0.05
Cl -2.27 -0.32 -0.63
```

Summary:
HOMO energy, eV: -9.96
Kohn-Sham gap, Eh: 0.345
Net charge: 0

## 2
Below is a single C5H6ClFO molecule, with properties calculated with the ωB97M-V functional and the def2-TZVPD basis.

Structure (XYZ):
```
14
C5H6ClFO (the ωB97M-V functional and the def2-TZVPD basis)
C 3.15 -0.46 -0.20
C 1.72 -0.79 0.12
C 0.64 0.05 0.09
C 0.52 1.47 -0.25
C -0.66 -0.63 0.56
H 3.18 0.63 -0.46
H 3.77 -0.83 0.65
H 3.46 -0.99 -1.08
H 1.64 -1.86 0.48
H 1.49 2.00 -0.45
H -0.43 -1.62 0.94
O -0.51 2.09 -0.31
F -1.22 0.14 1.56
Cl -1.79 -0.78 -0.80
```

Summary:
HOMO energy, eV: -9.98
Kohn-Sham gap, Eh: 0.362
Net charge: 0

Most stable to least stable, the ends of the list are 2 and 1.

## 1
Below is 2 unconnected molecules or ions with the total composition C3H4BrNO, with properties calculated with the ωB97M-V functional and the def2-TZVPD basis.

Structure (XYZ):
```
10
C3H4BrNO (the ωB97M-V functional and the def2-TZVPD basis)
C -2.14 0.07 -0.63
C 1.10 -0.65 -0.55
C 0.88 0.64 -0.36
N -2.15 0.63 0.42
O -1.96 -0.57 -1.58
Br 0.90 1.89 -1.78
H 1.31 -1.06 -1.52
H 1.07 -1.34 0.27
H 0.66 1.09 0.59
H -2.77 1.27 0.87
```

Summary:
HOMO energy, eV: -9.53
Kohn-Sham gap, Eh: 0.379
Net charge: 0

## 2
Below is a single C3H4BrNO molecule, with properties calculated with the ωB97M-V functional and the def2-TZVPD basis.

Structure (XYZ):
```
10
C3H4BrNO (the ωB97M-V functional and the def2-TZVPD basis)
C -1.29 0.64 0.19
C 0.85 0.04 -0.32
C 0.03 -1.22 0.06
N -0.11 1.10 -0.13
O -2.37 0.94 0.42
Br 0.49 -1.94 1.80
H 1.62 0.13 0.50
H 1.18 0.12 -1.42
H -0.38 -1.96 -0.72
H -0.02 2.15 -0.38
```

Summary:
HOMO energy, eV: -7.98
Kohn-Sham gap, Eh: 0.308
Net charge: 0

## 3
Below is 2 unconnected molecules or ions with the total composition C3H4BrNO, with properties calculated with the ωB97M-V functional and the def2-TZVPD basis.

Structure (XYZ):
```
10
C3H4BrNO (the ωB97M-V functional and the def2-TZVPD basis)
C 0.18 -1.30 1.26
C -0.82 0.88 -0.91
C 0.36 1.09 -0.36
N 0.28 -1.89 0.22
O 0.13 -0.46 2.07
Br 0.84 2.66 0.46
H -1.41 1.61 -1.23
H -1.10 -0.09 -1.14
H 0.97 0.20 -0.20
H 0.58 -2.70 -0.17
```

Summary:
HOMO energy, eV: -9.28
Kohn-Sham gap, Eh: 0.364
Net charge: 0

Most stable to least stable, the ends of the list are 1 and 2.